DFT (ωB97M-V/def2-TZVPD) results for 9 unconnected molecules or ions with the total composition C28H64NO12S in a non-equilibrium geometry.

Element x y z (Å)
C  2.4202  2.1753  3.2798
C  1.4458  1.7439  2.0473
O  1.8975  2.4864  0.8765
C  0.8382  3.1581  0.2063
O  0.3519  2.5650  -0.8125
C  0.2366  4.5980  0.5623
C  -0.3972  4.7440  2.0346
C  -1.9803  5.0649  2.0481
C  -2.9366  3.7869  1.9932
C  -4.1744  3.5959  2.9438
C  -5.0762  2.3153  2.7748
C  -6.4070  1.9775  3.6314
O  -6.3982  1.9255  4.8859
O  -7.5929  1.6927  2.8720
C  -4.6917  1.2637  1.6608
C  -3.4485  1.5766  0.7930
S  -2.8807  0.4301  -0.5596
N  -2.6762  2.7783  1.0003
H  2.8086  3.2328  3.0168
H  3.3363  1.4916  3.2138
H  1.8949  2.1673  4.2947
H  1.6367  0.6197  1.8804
H  0.3328  1.8456  2.2800
H  -0.5730  4.8361  -0.2236
H  1.0809  5.3597  0.3553
H  0.1168  5.6575  2.5225
H  -0.2031  3.8691  2.7380
H  -2.1976  5.5989  3.0472
H  -2.2957  5.8172  1.2298
H  -4.4318  4.3818  3.7424
H  -7.3648  1.0820  2.1260
H  -5.2934  0.3146  1.4654
H  -2.3467  1.2965  -1.5325
H  -1.8763  2.9345  0.3665
C  -3.0245  2.1438  6.8334
C  -1.9562  3.1581  7.1671
O  -1.9818  4.2156  6.2203
H  -2.8764  1.7400  5.8277
H  -3.0159  1.3165  7.5470
H  -4.0135  2.6110  6.8440
H  -0.9685  2.6933  7.1319
H  -2.1014  3.5810  8.1655
H  -2.8559  4.6245  6.2684
C  -1.3222  -3.6071  -3.4806
C  -2.2287  -2.3983  -3.3678
O  -1.5435  -1.3311  -2.7173
H  -0.9936  -3.9342  -2.4901
H  -1.8363  -4.4355  -3.9731
H  -0.4233  -3.3645  -4.0497
H  -3.1171  -2.6388  -2.7789
H  -2.5518  -2.0581  -4.3564
H  -0.7636  -1.1184  -3.2492
C  2.7232  -6.3904  -5.2447
C  1.3084  -5.9805  -5.5991
O  1.0314  -4.6822  -5.0866
H  2.8635  -6.3892  -4.1605
H  2.9486  -7.3885  -5.6281
H  3.4457  -5.6819  -5.6604
H  0.5880  -6.6768  -5.1646
H  1.1652  -5.9681  -6.6842
H  1.6682  -4.0707  -5.4833
C  1.9653  -0.9816  -2.3726
C  1.5165  -1.2805  -0.9571
O  1.8600  -0.2019  -0.0936
H  3.0457  -0.8185  -2.4070
H  1.7112  -1.8053  -3.0449
H  1.4938  -0.0686  -2.7422
H  2.0059  -2.1821  -0.5822
H  0.4327  -1.4327  -0.9158
H  1.4158  0.5917  -0.4270
C  3.0805  2.3798  -5.1525
C  1.7438  1.9038  -5.6853
O  1.0618  1.1438  -4.6934
H  3.6997  1.5294  -4.8552
H  3.6171  2.9602  -5.9067
H  2.9433  3.0013  -4.2624
H  1.8861  1.2664  -6.5602
H  1.1140  2.7512  -5.9742
H  0.9315  1.7170  -3.9256
C  0.1862  -1.0237  6.6096
C  1.2697  -0.0096  6.9179
O  1.2299  1.0550  5.9728
H  0.3135  -1.4264  5.6013
H  0.2094  -1.8492  7.3246
H  -0.8028  -0.5562  6.6441
H  2.2557  -0.4746  6.8611
H  1.1412  0.4064  7.9220
H  0.3594  1.4712  6.0313
C  6.7038  -3.0040  -7.2424
C  5.5738  -3.4143  -6.3194
O  4.3315  -3.3717  -7.0135
H  6.5366  -1.9952  -7.6284
H  7.6629  -3.0272  -6.7196
H  6.7588  -3.6715  -8.1074
H  5.5086  -2.7329  -5.4686
H  5.7294  -4.4287  -5.9383
H  4.3932  -3.9831  -7.7594
C  -1.1354  -2.9336  1.8826
C  -2.6293  -3.0182  2.1238
O  -3.2035  -1.7141  2.1142
H  -0.6570  -2.3190  2.6499
H  -0.6815  -3.9272  1.8931
H  -0.9250  -2.4610  0.9182
H  -2.8351  -3.4702  3.0960
H  -3.1163  -3.6226  1.3523
H  -3.0252  -1.3246  1.2487

Cartesian forces (eV/Å) of the 6 atoms listed first:
C -0.21 0.66 -1.29
C 1.01 -1.42 2.44
O -2.77 1.91 -0.80
C -0.96 -2.46 -2.84
O 1.41 2.11 3.61
C 0.43 -0.26 -0.16

The value obtained for the HOMO-LUMO gap is 6.900 eV. The charge is +1.